The following is a quantum chemistry calculation of 4 unconnected molecules or ions with the total composition C24H60N4O8, from OMol25.

Atoms and positions in Å:
C (-1.489273, -3.346540, 5.061789)
O (-1.091310, -3.554378, 3.743761)
C (-0.413115, -2.456539, 3.143302)
C (0.555162, -2.956500, 2.106010)
N (1.772383, -2.174771, 2.041461)
C (1.592812, -0.841397, 1.488235)
C (1.831245, -0.777094, -0.044110)
O (2.758560, -1.772887, -0.413766)
C (2.679577, -2.106692, -1.774510)
H (-2.361332, -2.675412, 5.145182)
H (-0.707411, -2.854769, 5.665388)
H (-1.724213, -4.306449, 5.512963)
H (0.078306, -1.877043, 3.935894)
H (-1.160784, -1.771516, 2.715022)
H (0.077756, -3.018058, 1.108238)
H (0.846747, -3.994393, 2.284345)
H (2.476913, -2.654992, 1.499534)
H (2.196036, -0.084787, 1.993369)
H (0.558858, -0.520168, 1.646698)
H (2.262861, 0.197847, -0.300850)
H (0.883087, -0.914194, -0.576711)
H (1.684897, -2.476122, -2.057007)
H (3.397313, -2.897350, -1.989519)
H (2.915573, -1.251383, -2.424906)
C (-3.214121, 1.010755, 4.662894)
O (-1.966508, 1.641468, 4.617470)
C (-0.872017, 0.754503, 4.675991)
C (0.377640, 1.478735, 5.138622)
N (1.122225, 2.088191, 4.035164)
C (0.597097, 3.353949, 3.593131)
C (1.357583, 3.889678, 2.411686)
O (2.618118, 4.342011, 2.877900)
C (3.483290, 4.671247, 1.829386)
H (-3.973118, 1.753872, 4.900677)
H (-3.253958, 0.277906, 5.485700)
H (-3.458721, 0.499647, 3.725100)
H (-0.713932, 0.356585, 3.660709)
H (-1.061206, -0.138638, 5.289997)
H (1.035164, 0.767059, 5.637074)
H (0.057607, 2.247780, 5.860255)
H (2.106847, 2.146311, 4.255267)
H (0.558437, 4.137121, 4.367777)
H (-0.445065, 3.183979, 3.303477)
H (0.794231, 4.742025, 2.000220)
H (1.508969, 3.140034, 1.629197)
H (3.743309, 3.806534, 1.204920)
H (4.406765, 5.054211, 2.262935)
H (3.047766, 5.452681, 1.190834)
C (-3.733822, 6.204901, -6.395065)
O (-2.399795, 5.949623, -6.007891)
C (-1.793818, 7.081152, -5.446118)
C (-0.488177, 6.675964, -4.798961)
N (-0.734709, 5.768910, -3.692326)
C (0.474914, 5.390949, -3.013111)
C (0.212219, 4.564569, -1.772087)
O (0.144040, 3.202373, -2.139692)
C (-0.211632, 2.398512, -1.051250)
H (-4.358147, 6.313290, -5.498161)
H (-4.092010, 5.322554, -6.920676)
H (-3.797998, 7.100101, -7.015696)
H (-2.432961, 7.506859, -4.650423)
H (-1.646610, 7.909984, -6.154771)
H (0.072237, 7.555888, -4.481159)
H (0.133649, 6.196897, -5.580053)
H (-1.198701, 4.956512, -4.083707)
H (1.051709, 6.281832, -2.744141)
H (1.181838, 4.819729, -3.645150)
H (-0.760197, 4.890139, -1.374661)
H (0.985447, 4.698927, -1.005385)
H (0.460385, 2.572433, -0.206643)
H (-0.294298, 1.347603, -1.330041)
H (-1.245438, 2.566627, -0.688537)
C (2.136536, -7.514223, -1.566954)
O (2.082495, -7.339167, -2.955702)
C (0.945192, -6.618396, -3.377364)
C (1.001396, -5.139946, -2.996019)
N (0.126951, -4.723335, -1.883029)
C (-1.277814, -4.620949, -2.303170)
C (-2.171209, -4.416273, -1.101402)
O (-2.315856, -5.619924, -0.353140)
C (-1.611137, -5.609401, 0.852092)
H (3.114383, -7.929370, -1.317145)
H (1.376077, -8.221926, -1.215300)
H (2.070038, -6.561503, -1.024555)
H (0.035011, -7.082995, -2.966239)
H (0.894562, -6.735124, -4.460029)
H (0.703441, -4.528302, -3.851869)
H (2.031614, -4.880770, -2.746072)
H (0.117928, -5.475073, -1.196765)
H (-1.617624, -5.565923, -2.751004)
H (-1.391051, -3.782658, -2.991821)
H (-3.161234, -4.113121, -1.458524)
H (-1.825506, -3.582940, -0.479489)
H (-1.781314, -6.548468, 1.375297)
H (-1.953741, -4.832025, 1.556114)
H (-0.534341, -5.406603, 0.781643)

Atomic forces in eV per Å
-0.17 0.76 0.58
0.33 -0.31 -0.45
-0.75 0.19 0.75
0.45 -0.53 -1.27
0.10 0.54 0.55
-0.20 0.14 -0.52
0.17 0.11 0.43
-0.03 -0.24 0.00
-0.03 0.05 -0.61
-0.05 -0.22 -0.15
0.09 -0.26 -0.16
-0.08 -0.06 -0.06
0.40 -0.17 -0.20
0.03 -0.10 -0.08
-0.22 0.19 0.18
-0.13 0.08 0.52
-0.04 -0.05 -0.01
0.23 -0.25 0.07
0.05 0.02 0.13
-0.31 0.11 -0.12
0.08 -0.08 -0.13
0.00 0.04 0.22
0.08 0.03 0.18
0.03 0.00 0.14
-0.26 -0.37 0.42
0.02 0.28 0.53
0.16 -0.44 -0.90
0.11 0.40 -0.27
0.12 -0.54 0.25
-0.57 -0.07 -0.26
0.04 0.56 0.25
-0.03 -0.27 0.10
0.29 0.28 -0.19
0.03 0.14 -0.27
0.09 -0.02 -0.20
-0.02 0.02 -0.02
0.22 0.05 0.11
-0.29 0.34 0.32
0.00 0.01 0.03
0.08 -0.20 0.15
-0.02 0.18 0.07
0.17 -0.08 0.08
0.06 0.08 -0.10
0.11 -0.08 -0.17
-0.13 -0.14 0.05
-0.16 -0.04 0.02
-0.06 0.02 0.03
0.05 -0.06 -0.02
0.02 -0.40 0.50
0.06 0.01 -0.35
-0.02 0.76 0.99
0.14 -0.43 -0.81
-0.21 0.39 -0.16
1.07 -0.34 0.08
-0.39 0.18 -0.16
-0.17 -0.30 -0.16
-1.06 -0.24 0.46
-0.03 0.25 -0.11
0.04 0.10 -0.22
-0.11 0.00 -0.11
-0.03 -0.20 -0.10
0.06 -0.34 -0.31
-0.17 0.07 0.25
-0.01 0.08 0.08
0.00 -0.09 0.19
-0.35 0.16 0.11
-0.19 -0.04 -0.01
0.14 -0.05 0.22
0.04 0.06 -0.03
0.10 -0.31 0.01
0.79 0.02 -0.27
0.25 0.62 -0.08
0.42 -0.05 0.35
0.10 -0.06 -0.21
-0.19 -0.14 -0.11
-0.43 0.36 0.25
-0.21 -0.35 -0.18
0.32 -0.26 0.55
-0.53 0.31 -0.16
0.20 0.32 -0.38
0.10 0.44 1.41
-0.05 -0.05 -0.14
-0.15 0.18 0.02
-0.18 -0.07 0.00
0.02 0.05 0.02
0.13 -0.03 0.00
0.16 0.00 -0.02
0.04 -0.05 -0.09
0.30 0.15 0.06
-0.10 0.24 -0.40
-0.01 -0.07 -0.14
-0.06 -0.23 0.03
0.21 -0.18 0.10
0.10 -0.18 -0.26
-0.23 -0.01 -0.29
-0.01 -0.32 -0.40

Summary:
- relative energy (zero: lowest compared OMol25 entry of this formula, charge and spin) (kJ/mol) = 439.0
- E_tot (eV) = -48195.5446
- LUMO level (eV) = 0.60
- orbital gap (eV) = 9.099
- 2S+1 = 1

=====

The following is a quantum chemistry calculation of C2HBrN2O2 in the gas phase, from OMol25.

Atoms and positions in Å:
C (-0.228913, -0.414531, 1.598124)
C (-0.450577, 0.207756, 0.299068)
N (-0.205139, -0.911409, 2.622380)
N (-0.161913, 1.719803, 0.369275)
O (0.977893, 1.973628, 0.142740)
O (-1.011240, 2.497697, 0.690734)
Br (-2.364996, -0.148573, -0.014254)
H (0.035937, -0.026141, -0.641556)

Atomic forces in eV per Å
0.57 0.44 -1.54
-1.89 0.57 -0.29
0.22 -0.40 0.95
-0.86 -0.12 0.96
1.61 0.12 -0.53
-0.66 -0.01 0.01
0.48 0.29 -0.18
0.52 -0.90 0.63

Summary:
- relative energy (zero: lowest compared OMol25 entry of this formula, charge and spin) (kJ/mol) = 290.3
- E_tot (eV) = -79203.6119
- LUMO level (eV) = -0.69
- orbital gap (eV) = 10.836
- 2S+1 = 1

=====

Number 1: highest occupied orbital energy -8.50 eV. Number 2: highest occupied orbital energy -11.53 eV.